1.
A 3-piece molecular cluster, C31H32FN3O9 overall, computed with ωB97M-V with the def2-TZVPD basis set.

Structure (XYZ):
```
76
Properties=species:S:1:pos:R:3
C -1.902 -1.771 -5.104
C -1.894 -0.443 -6.013
C -1.694 0.931 -5.151
F -2.800 1.789 -5.480
C -1.732 0.627 -3.563
C -3.076 0.712 -2.755
C -3.091 0.368 -1.238
C -4.493 0.470 -0.438
C -4.557 1.859 0.394
O -4.914 1.909 1.604
O -4.256 3.126 -0.218
C -1.750 -0.051 -0.594
C -0.386 -0.100 -1.381
C -0.382 0.244 -2.889
C 0.934 -0.513 -0.544
O 2.034 0.054 -0.730
C 0.677 -1.664 0.564
C 1.715 -2.839 0.863
C 3.064 -2.777 0.010
N 2.854 -2.917 -1.478
C -0.570 -1.619 1.274
C -1.005 -2.699 2.382
O -0.027 -2.900 3.430
C 0.031 -4.361 3.603
C -1.669 -0.474 0.963
O -2.423 0.019 1.838
H -2.042 -2.719 -5.754
H -2.734 -1.806 -4.322
H -0.862 -1.887 -4.628
H -2.864 -0.444 -6.616
H -1.035 -0.580 -6.770
H -0.670 1.335 -5.457
H -4.064 0.992 -3.251
H -4.527 -0.404 0.295
H -5.374 0.424 -1.179
H -3.294 3.317 -0.143
H 0.620 0.186 -3.450
H 1.169 -3.858 0.793
H 2.015 -2.746 1.975
H 3.831 -3.560 0.374
H 3.590 -1.755 0.158
H 1.862 -2.774 -1.708
H 3.433 -2.171 -1.916
H -1.992 -2.337 2.870
H -1.284 -3.652 1.804
H 0.829 -4.665 4.372
H -1.008 -4.696 3.965
H 0.277 -4.914 2.635
O 3.895 0.149 -4.362
N 4.601 0.036 -3.371
O 4.536 -0.895 -2.579
C 5.586 1.086 -3.109
C 5.666 2.183 -3.965
C 6.587 3.190 -3.699
C 7.421 3.096 -2.589
C 7.343 1.993 -1.743
C 6.423 0.983 -2.000
H 5.022 2.268 -4.834
H 6.654 4.051 -4.356
H 8.136 3.887 -2.381
H 7.998 1.924 -0.880
H 6.370 0.130 -1.331
O -2.982 0.938 9.194
N -2.465 1.849 8.560
O -1.739 2.704 9.047
C -2.738 1.921 7.123
C -3.590 0.987 6.537
C -3.865 1.074 5.176
C -3.289 2.084 4.411
C -2.430 3.008 5.001
C -2.151 2.930 6.362
H -4.046 0.195 7.121
H -4.533 0.356 4.711
H -3.511 2.152 3.350
H -1.981 3.791 4.399
H -1.483 3.658 6.809
```

Results
molecular weight: 609.61 g mol⁻¹
LUMO level: -1.418 eV
E: -58267.5330 eV
2S+1: 1
HOMO: -0.328 Ha


2.
C31H32IrN6O2S2Sb as an isolated structure, computed with ωB97M-V with the def2-TZVPD basis set.

Structure (XYZ):
```
75
Properties=species:S:1:pos:R:3
Ir 0.122 0.242 0.433
C 1.698 3.241 0.897
C 0.368 3.166 1.584
C -0.186 4.319 2.110
C -1.413 4.267 2.764
C -2.033 3.053 2.935
C -1.410 1.909 2.421
N -0.257 1.972 1.696
Sb -2.069 -2.182 0.355
C 0.672 -1.429 1.689
C 0.816 -2.583 2.422
C 2.036 -2.733 3.088
C 3.026 -1.770 2.981
C 2.812 -0.623 2.213
C 3.840 0.445 2.040
N 1.620 -0.527 1.631
C -2.647 -0.284 -0.495
C -3.913 -0.064 -0.990
C -4.200 1.158 -1.586
C -3.187 2.079 -1.718
C -1.914 1.804 -1.232
C -0.806 2.773 -1.502
N -1.668 0.649 -0.577
H 2.467 3.498 1.627
H 1.692 4.027 0.142
H 1.971 2.305 0.416
H 0.348 5.253 2.002
H -1.864 5.167 3.158
H -2.960 2.947 3.479
H 0.043 -3.336 2.486
H 2.216 -3.617 3.686
H 3.976 -1.897 3.481
H 3.928 1.042 2.949
H 3.587 1.100 1.209
H 4.814 -0.002 1.847
H -4.665 -0.838 -0.921
H -5.192 1.368 -1.965
H -3.354 3.024 -2.217
H -0.601 2.775 -2.576
H 0.114 2.509 -0.996
H -1.102 3.785 -1.226
O 2.240 -1.563 -4.575
C 2.970 -0.496 -4.258
C 3.951 -0.123 -5.184
C 4.753 0.964 -4.950
C 4.614 1.736 -3.782
C 3.664 1.389 -2.868
C 2.818 0.270 -3.070
C 1.848 -0.023 -2.050
O 1.721 0.704 -1.029
N 1.035 -1.126 -2.242
N 0.224 -1.330 -1.243
C -0.677 -2.310 -1.339
S -0.544 -3.397 -2.620
C -2.091 -4.358 -2.667
C -2.719 -4.770 -1.349
S -3.833 -3.516 -0.636
H 1.593 -1.739 -3.869
H 4.051 -0.719 -6.081
H 5.506 1.232 -5.679
H 5.254 2.590 -3.616
H 3.536 1.964 -1.962
H -1.807 -5.239 -3.242
H -2.790 -3.777 -3.266
H -1.973 -5.097 -0.622
H -3.354 -5.636 -1.537
C -3.570 -2.427 3.852
C -2.648 -1.234 4.036
C -2.540 -0.323 2.848
N -1.920 0.700 2.682
H -3.671 -2.973 4.788
H -3.184 -3.122 3.105
H -4.565 -2.109 3.540
H -1.627 -1.540 4.289
H -2.990 -0.594 4.856
```

Results
molecular weight: 898.75 g mol⁻¹
LUMO level (spin up / spin down): -5.641 / -8.059 eV
energy above the lowest of the compared OMol25 structures with the same formula, charge and spin: 251.3 kJ/mol
E: -76730.9192 eV
2S+1: 5
net charge: +2
HOMO (spin up / spin down): -0.442 / -0.489 Ha


3.
C31H32N4O3RhSTe as an isolated structure, computed with ωB97M-V with the def2-TZVPD basis set.

Structure (XYZ):
```
73
Properties=species:S:1:pos:R:3
Rh 0.739 -0.044 0.365
O -3.419 -3.817 1.277
C -3.059 -4.035 0.003
C -3.736 -5.063 -0.657
C -3.440 -5.366 -1.965
C -2.467 -4.646 -2.672
C -1.797 -3.635 -2.032
C -2.059 -3.309 -0.686
C -1.273 -2.229 -0.084
O -0.358 -1.666 -0.719
N -1.621 -1.860 1.204
N -0.802 -0.960 1.700
C -1.212 -0.425 2.851
C -0.474 0.470 3.617
C -1.105 0.979 4.802
C -0.481 1.865 5.603
C 0.847 2.305 5.277
C 1.502 1.851 4.184
C 0.880 0.919 3.290
O 1.520 0.506 2.277
H -2.906 -3.051 1.608
H -4.497 -5.603 -0.109
H -3.975 -6.172 -2.455
H -2.256 -4.878 -3.707
H -1.054 -3.052 -2.560
H -2.208 -0.699 3.191
H -2.103 0.632 5.042
H -0.970 2.242 6.491
H 1.334 3.021 5.929
H 2.506 2.173 3.942
C 2.314 -3.710 -1.516
N 2.643 -2.343 -1.941
C 1.936 -1.912 -3.152
C 3.131 -1.443 -1.074
S 2.599 0.205 -1.136
N 4.062 -1.826 -0.197
C 4.428 -0.986 0.949
C 4.993 -2.931 -0.454
H 1.232 -3.835 -1.585
H 2.615 -3.871 -0.487
H 2.794 -4.454 -2.153
H 1.935 -2.755 -3.842
H 2.454 -1.078 -3.613
H 0.913 -1.620 -2.925
H 3.556 -0.508 1.378
H 5.143 -0.218 0.651
H 4.886 -1.632 1.695
H 4.865 -3.309 -1.462
H 4.858 -3.742 0.261
H 6.007 -2.544 -0.352
Te -1.397 1.507 -0.757
C -0.075 2.710 -1.862
C 0.842 3.522 -1.203
C 1.705 4.321 -1.941
C 1.658 4.300 -3.329
C 0.749 3.480 -3.983
C -0.124 2.682 -3.251
C -2.551 3.050 0.047
C -2.113 3.829 1.111
C -2.916 4.860 1.577
C -4.150 5.102 0.987
C -4.588 4.312 -0.069
C -3.790 3.276 -0.543
H 0.892 3.530 -0.120
H 2.417 4.957 -1.430
H 2.331 4.925 -3.901
H 0.713 3.463 -5.065
H -0.837 2.048 -3.763
H -1.152 3.640 1.576
H -2.577 5.473 2.404
H -4.774 5.907 1.354
H -5.550 4.500 -0.527
H -4.132 2.661 -1.365
```

Results
molecular weight: 771.20 g mol⁻¹
LUMO level (spin up / spin down): -2.999 / -5.098 eV
energy above the lowest of the compared OMol25 structures with the same formula, charge and spin: 8.2 kJ/mol
E: -65898.2070 eV
2S+1: 5
net charge: +1
HOMO (spin up / spin down): -0.382 / -0.398 Ha